Here is a cluster of 2 separate species, C4H11O3 in total at a distorted geometry from the Open Molecules 2025 dataset. Energies are from wB97M-V/def2-TZVPD.

```
18
Properties=species:S:1:pos:R:3:lowdin_charge:R:1
C -1.12 1.49 0.32 -0.20
C 0.03 1.43 -0.71 -0.20
C 1.30 0.69 -0.13 -0.43
O 1.01 -0.40 0.64 -0.33
C -2.05 0.27 0.21 -0.33
O -1.60 -0.81 0.98 -0.13
H -0.73 1.33 1.32 0.11
H -1.74 2.39 0.34 0.09
H 0.32 2.44 -0.94 0.07
H -0.35 0.97 -1.63 0.09
H 1.92 0.42 -1.01 0.08
H 1.77 1.52 0.43 0.09
H -2.26 0.02 -0.85 0.10
H -3.04 0.47 0.61 0.08
H -0.59 -0.73 0.94 0.04
H 1.81 -1.80 -0.23 0.03
H 1.86 -1.83 -1.75 -0.02
O 2.12 -2.38 -1.02 -0.14
```

Summary:
charge: -1
multiplicity: 1
energy above the lowest of the compared OMol25 structures with the same formula, charge and spin: 9.8 kcal/mol
highest occupied orbital energy: -3.78 eV
DFT total energy: -10469.2538 eV
frontier orbital gap: 7.950 eV

Here is a structure of composition C4H11O3 at a distorted geometry from the Open Molecules 2025 dataset. Energies are from wB97M-V/def2-TZVPD.

```
18
Properties=species:S:1:pos:R:3:lowdin_spin:R:1
C -3.33 0.96 -0.44 0.06
O -4.15 0.19 0.33 0.03
C -1.85 0.87 -0.07 0.56
C -1.15 -0.44 -0.14 0.19
C 0.35 -0.37 0.15 0.01
O 4.36 -0.93 1.40 0.00
H -3.64 2.03 -0.37 0.00
H -3.34 0.73 -1.55 0.02
H -1.37 1.79 0.26 0.05
H -1.88 -0.31 0.76 0.04
H -1.52 -1.12 -0.90 0.02
H 0.60 0.66 0.38 0.00
H 1.01 -0.65 -0.67 0.00
H 0.61 -0.98 1.03 0.00
H 4.28 -1.87 1.17 0.00
H 3.94 -0.15 -1.25 0.00
H 3.82 -0.45 0.51 0.00
O 3.27 0.04 -0.59 0.00
```

Summary:
charge: -2
multiplicity: 2
energy above the lowest of the compared OMol25 structures with the same formula, charge and spin: 12.9 kcal/mol
highest occupied orbital energy (spin up / spin down): 1.12 / 0.12 eV
DFT total energy: -10463.1793 eV
<S²>: 0.75
frontier orbital gap (spin up / spin down): 5.725 / 6.728 eV

Here is a cluster of 2 separate species, C4H11O3PS in total at a distorted geometry from the Open Molecules 2025 dataset. Energies are from wB97M-V/def2-TZVPD.

```
20
Properties=species:S:1:pos:R:3:lowdin_charge:R:1
C 2.48 0.24 -0.08 -0.25
C 0.41 -1.61 0.13 -0.22
C 0.00 0.79 -1.28 -0.22
C 0.47 1.06 1.69 -0.30
O -3.36 -1.04 -1.10 -0.25
O -4.60 0.05 0.71 -0.24
O -2.15 0.64 0.29 -0.32
P 0.70 0.17 0.25 0.59
S -3.41 -0.03 -0.09 0.74
H 2.75 -0.38 -1.06 0.09
H 2.87 -0.31 0.72 0.00
H 2.82 1.31 -0.05 0.06
H 0.76 -1.81 -0.84 0.01
H -0.68 -1.79 0.30 0.04
H 1.05 -2.20 1.00 0.12
H 0.78 0.65 -2.08 0.07
H -0.53 1.84 -1.21 0.10
H -0.75 0.10 -1.57 -0.01
H 0.81 0.60 2.66 -0.01
H -0.42 1.72 1.59 -0.03
```

Summary:
charge: 0
multiplicity: 1
energy above the lowest of the compared OMol25 structures with the same formula, charge and spin: 50.9 kcal/mol
highest occupied orbital energy (spin up / spin down): -6.80 / -6.80 eV
DFT total energy: -30588.8859 eV
SMILES: C=P(C)(C)C.O=S(=O)=O
frontier orbital gap (spin up / spin down): 5.059 / 5.061 eV

Here is a cluster of 3 separate species, C4H11O4 in total at a distorted geometry from the Open Molecules 2025 dataset. Energies are from wB97M-V/def2-TZVPD.

```
19
Properties=species:S:1:pos:R:3:lowdin_charge:R:1
C -0.73 1.62 -0.08 -0.52
O -0.09 2.75 0.13 -0.32
C 0.08 0.57 0.77 -0.14
C -0.31 -0.86 0.03 -0.17
C 0.61 -1.85 0.47 -0.33
O 0.47 -3.02 0.23 0.01
H -1.67 1.71 0.40 0.06
H -0.76 1.38 -1.18 0.10
H 1.05 0.95 0.43 0.09
H -0.22 0.55 1.83 0.11
H 0.13 -0.57 -1.05 0.17
H -1.38 -1.07 0.16 0.12
H 1.55 -1.52 0.94 0.13
H 2.67 2.77 -0.78 -0.01
H 1.44 2.92 0.17 -0.06
O 2.42 3.01 0.11 -0.15
H -1.89 -2.53 -1.33 0.01
H -1.43 -3.36 -0.21 0.01
O -1.94 -3.45 -1.04 -0.09
```

Summary:
charge: -1
multiplicity: 1
energy above the lowest of the compared OMol25 structures with the same formula, charge and spin: 81.4 kcal/mol
highest occupied orbital energy: -3.35 eV
DFT total energy: -12515.0802 eV
frontier orbital gap: 6.885 eV

Here is a structure of composition C4H11O4Zn at a distorted geometry from the Open Molecules 2025 dataset. Energies are from wB97M-V/def2-TZVPD.

```
20
Properties=species:S:1:pos:R:3:lowdin_charge:R:1
O -1.56 2.01 -0.01 -0.30
C -2.16 1.00 0.74 -0.31
C -2.07 -0.38 0.10 -0.16
O -0.75 -0.49 -0.45 -0.32
C -0.20 -1.79 -0.61 -0.03
Zn -0.31 1.23 -1.15 1.01
H -3.23 1.20 0.94 0.13
H -1.62 0.94 1.71 0.12
H -2.79 -0.54 -0.71 0.14
H -2.23 -1.17 0.85 0.14
H 0.87 -1.64 -0.78 0.09
H -0.29 -2.37 0.32 0.11
H -0.79 -2.30 -1.39 0.12
O 1.42 1.68 -0.57 -0.14
H 1.53 2.30 0.27 0.23
C 2.86 0.04 0.22 -0.05
O 2.28 0.62 -0.94 -0.14
H 2.09 -0.40 0.87 0.10
H 3.53 -0.74 -0.18 0.13
H 3.42 0.79 0.78 0.11
```

Summary:
charge: +1
multiplicity: 1
highest occupied orbital energy: -13.11 eV
DFT total energy: -60922.8057 eV
frontier orbital gap: 8.273 eV

Here is a cluster of 2 separate species, C4H11S2 in total at a distorted geometry from the Open Molecules 2025 dataset. Energies are from wB97M-V/def2-TZVPD.

```
17
Properties=species:S:1:pos:R:3:lowdin_charge:R:1
C 2.16 0.32 0.38 -0.15
C 1.08 1.37 0.11 -0.36
C -0.20 1.10 0.94 -0.65
S -1.73 1.64 0.13 0.46
H 3.04 0.53 -0.24 0.06
H 1.81 -0.64 -0.03 0.05
H 2.43 0.24 1.43 0.06
H 1.49 2.37 0.36 0.10
H 0.76 1.36 -0.93 0.06
H -0.19 1.71 1.85 0.04
H -0.30 0.03 1.19 0.05
H -1.65 0.59 -0.91 -0.27
C -1.82 -2.22 -0.76 -0.60
S -0.88 -0.95 -1.76 0.20
H -1.21 -3.13 -0.73 -0.02
H -2.01 -1.87 0.27 -0.01
H -2.77 -2.42 -1.28 -0.02
```

Summary:
charge: -1
multiplicity: 1
energy above the lowest of the compared OMol25 structures with the same formula, charge and spin: 3.2 kcal/mol
highest occupied orbital energy: -2.86 eV
DFT total energy: -25997.6979 eV
frontier orbital gap: 6.579 eV

Here is a cluster of 2 separate species, C4H12 in total at a distorted geometry from the Open Molecules 2025 dataset. Energies are from wB97M-V/def2-TZVPD.

```
16
Properties=species:S:1:pos:R:3:lowdin_spin:R:1
C -0.99 -0.88 -2.19 0.12
C 0.35 -0.26 -1.79 0.13
H -1.13 -0.91 -3.28 0.01
H -1.06 -1.96 -1.90 0.02
H -1.96 -0.57 -1.66 0.03
H 0.25 0.26 -0.85 0.02
H 1.10 -1.06 -1.57 0.03
H 0.78 0.40 -2.55 0.02
C 0.33 1.37 2.15 0.22
C 0.29 -0.09 1.73 0.21
H 0.35 1.36 3.29 0.04
H 1.25 1.81 1.85 0.03
H -0.53 1.99 2.08 0.03
H -0.38 -0.29 0.89 0.02
H 0.08 -0.84 2.54 0.05
H 1.26 -0.34 1.24 0.03
```

Summary:
charge: -1
multiplicity: 2
energy above the lowest of the compared OMol25 structures with the same formula, charge and spin: 18.5 kcal/mol
highest occupied orbital energy (spin up / spin down): 1.52 / -7.45 eV
DFT total energy: -4340.2323 eV
<S²>: 0.75
frontier orbital gap (spin up / spin down): 2.714 / 11.830 eV

Here is a cluster of 2 separate species, C4H12 in total at a distorted geometry from the Open Molecules 2025 dataset. Energies are from wB97M-V/def2-TZVPD.

```
16
Properties=species:S:1:pos:R:3:lowdin_spin:R:1
C 0.99 -2.09 1.65 0.16
C 0.27 -2.17 0.29 0.18
H 0.50 -2.80 2.31 0.02
H 2.05 -2.32 1.62 0.02
H 0.81 -1.11 2.08 0.04
H -0.80 -2.26 0.46 0.04
H 0.58 -3.02 -0.34 0.02
H 0.51 -1.29 -0.29 0.02
C 0.03 1.70 -1.03 0.19
C -1.29 2.53 -0.91 0.15
H 0.58 2.03 -1.90 0.03
H 0.67 1.93 -0.18 0.04
H -0.19 0.64 -1.10 0.02
H -2.13 1.93 -0.61 0.03
H -1.47 2.99 -1.88 0.01
H -1.11 3.31 -0.18 0.02
```

Summary:
charge: -1
multiplicity: 2
energy above the lowest of the compared OMol25 structures with the same formula, charge and spin: 6.9 kcal/mol
highest occupied orbital energy (spin up / spin down): 1.61 / -7.94 eV
DFT total energy: -4340.7384 eV
<S²>: 0.75
frontier orbital gap (spin up / spin down): 2.748 / 12.524 eV

Here is a cluster of 2 separate species, C4H12 in total at a distorted geometry from the Open Molecules 2025 dataset. Energies are from wB97M-V/def2-TZVPD.

```
16
Properties=species:S:1:pos:R:3:lowdin_spin:R:1
C 2.42 0.43 0.62 0.16
C 1.70 0.18 1.95 0.21
H 3.50 0.61 0.64 0.02
H 2.39 -0.52 0.05 0.03
H 1.94 1.18 -0.01 0.03
H 1.76 -0.88 2.22 0.04
H 0.65 0.40 1.95 0.04
H 2.27 0.60 2.78 0.02
C -1.99 -0.94 -0.91 0.16
C -2.07 0.40 -1.64 0.13
H -1.76 -1.76 -1.59 0.02
H -1.34 -0.94 -0.04 0.04
H -3.02 -1.09 -0.56 0.02
H -1.58 0.43 -2.60 0.02
H -1.74 1.24 -1.02 0.04
H -3.13 0.66 -1.82 0.01
```

Summary:
charge: -1
multiplicity: 2
energy above the lowest of the compared OMol25 structures with the same formula, charge and spin: 10.2 kcal/mol
highest occupied orbital energy (spin up / spin down): 1.55 / -7.50 eV
DFT total energy: -4340.5928 eV
<S²>: 0.75
frontier orbital gap (spin up / spin down): 2.872 / 11.947 eV

Here is a cluster of 2 separate species, C4H12 in total at a distorted geometry from the Open Molecules 2025 dataset. Energies are from wB97M-V/def2-TZVPD.

```
16
Properties=species:S:1:pos:R:3:lowdin_spin:R:1
C 0.44 -0.77 2.17 0.12
C -0.21 0.61 2.03 0.11
H 1.26 -0.63 2.88 0.01
H -0.26 -1.58 2.44 0.02
H 0.73 -1.17 1.19 0.02
H -1.05 0.67 2.73 0.01
H -0.56 0.95 1.06 0.01
H 0.60 1.31 2.21 0.02
C -0.78 0.31 -1.88 0.26
C 0.62 -0.12 -2.29 0.18
H -0.94 1.03 -1.08 0.03
H -1.42 0.66 -2.68 0.05
H -1.34 -0.65 -1.55 0.06
H 1.33 0.71 -2.26 0.03
H 1.02 -0.89 -1.61 0.02
H 0.58 -0.44 -3.35 0.03
```

Summary:
charge: -1
multiplicity: 2
energy above the lowest of the compared OMol25 structures with the same formula, charge and spin: 14.6 kcal/mol
highest occupied orbital energy (spin up / spin down): 1.58 / -7.47 eV
DFT total energy: -4340.4048 eV
<S²>: 0.75
frontier orbital gap (spin up / spin down): 2.824 / 11.876 eV